Record 1
C36H32BeBrN3O4PS as an isolated structure, computed with ωB97M-V/def2-TZVPD.

Last column: Mulliken charge in e.
Atoms and positions in Å:
Be 0.393 -0.960 0.004  -0.8525
C 0.588 -4.346 0.960  -1.0470
C 0.982 -3.575 2.222  0.2794
C 2.459 -3.190 2.255  -1.4489
C 0.064 -2.361 2.448  -0.0778
C 0.054 -1.936 3.923  -0.6693
O 0.311 -0.522 3.887  -0.4289
C 0.528 -0.165 2.625  0.9677
N 0.447 -1.110 1.749  0.8257
C 0.702 1.291 2.470  -0.3032
C 1.162 1.980 3.599  -1.0656
C 1.081 3.356 3.671  -0.9528
C 0.479 4.065 2.641  -0.8530
C 0.053 3.400 1.506  -1.5434
C 0.215 2.022 1.375  1.3522
P -0.026 1.259 -0.265  2.3089
C 1.376 1.992 -1.202  -0.9537
C 2.153 0.881 -1.839  -0.2702
C 3.577 1.174 -2.373  0.1593
C 4.009 2.599 -2.216  -1.2618
C 3.201 3.532 -1.717  -0.9276
C 1.885 3.223 -1.153  -0.1687
C -1.510 2.066 -0.916  0.7296
C -2.659 2.124 -0.128  -0.3589
C -3.808 2.708 -0.635  -0.8314
C -3.815 3.228 -1.922  -0.5402
C -2.678 3.152 -2.710  -0.8001
C -1.527 2.560 -2.218  -0.5122
H 1.340 -5.099 0.727  0.3988
H 0.463 -3.677 0.108  -0.1500
H -0.362 -4.858 1.116  0.4273
H 0.800 -4.234 3.078  0.4752
H 2.734 -2.590 1.390  0.1974
H 3.080 -4.086 2.270  0.5067
H 2.698 -2.617 3.154  0.3611
H -0.933 -2.634 2.094  0.3237
H 0.852 -2.410 4.495  0.4231
H -0.894 -2.109 4.426  0.2646
H 1.568 1.417 4.427  0.5943
H 1.447 3.874 4.547  0.4199
H 0.341 5.135 2.723  0.4622
H -0.438 3.935 0.703  0.6297
H 1.530 0.319 -2.541  0.5960
H 3.735 0.877 -3.412  0.5030
H 4.998 2.851 -2.577  0.4748
H 3.527 4.562 -1.656  0.4374
H 1.356 4.030 -0.665  0.4684
H -2.646 1.733 0.883  0.4855
H -4.693 2.770 -0.015  0.4525
H -4.715 3.682 -2.314  0.4327
H -2.683 3.544 -3.718  0.4322
H -0.642 2.504 -2.836  0.4223
Br 5.559 0.667 -0.189  -0.0607
C 4.127 0.085 -1.397  0.4075
C 4.543 -1.175 -2.064  -1.0330
C 3.756 -2.255 -2.047  -1.0870
C 2.497 -2.271 -1.319  0.2363
N 2.044 -1.284 -0.645  0.5247
C 2.737 -0.024 -0.731  -0.5932
H 5.502 -1.178 -2.567  0.4753
H 4.051 -3.165 -2.549  0.4503
H 1.920 -3.191 -1.317  0.5006
H 2.692 0.463 0.246  0.6860
O -3.523 -2.799 -4.028  -0.6787
S -3.214 -1.588 -3.342  1.1826
O -3.339 -0.344 -4.041  -0.6107
N -1.688 -1.673 -2.671  -0.7046
C -1.754 -1.638 -1.387  0.0941
O -0.712 -1.762 -0.625  0.2047
C -3.107 -1.469 -0.792  0.7872
C -3.452 -1.283 0.535  0.0924
C -4.794 -1.108 0.848  -1.0409
C -5.764 -1.116 -0.148  -0.5089
C -5.413 -1.286 -1.484  -0.7491
C -4.079 -1.461 -1.776  -0.2158
H -2.693 -1.255 1.306  0.5083
H -5.091 -0.971 1.880  0.4310
H -6.804 -0.992 0.122  0.4338
H -6.160 -1.293 -2.266  0.4731

- orbital gap (Eh) = 0.296
- ΔE to the lowest compared entry with this formula, charge and spin (kcal per mole) = 63.5
- total charge = +1
- HOMO energy (eV) = -11.53
- calculated total energy (a.u.) = -5184.46581
- LUMO (Eh) = -0.127


Record 2
C36H32CoN5O2S3 as an isolated structure, computed with ωB97M-V/def2-TZVPD.

Last column: Mulliken charge in e.
Atoms and positions in Å:
Co 0.199 -0.386 1.114  -1.3169
C 3.154 -0.741 1.531  -1.2827
N 2.185 -0.981 0.451  1.2914
C 2.637 -0.250 -0.750  -1.4506
C 2.058 -2.411 0.180  0.6838
C 3.129 -3.129 -0.316  -0.5229
C 3.000 -4.464 -0.669  -0.9904
C 1.751 -5.052 -0.550  -0.8619
C 0.673 -4.352 -0.039  -1.3392
C 0.798 -3.016 0.388  -0.0364
N -0.193 -2.228 0.908  1.7999
C -1.472 -2.604 1.202  -0.2991
C -1.914 -3.903 1.526  -1.4079
C -3.248 -4.175 1.772  -0.8376
C -4.205 -3.173 1.722  -0.9594
C -3.782 -1.874 1.476  -0.4285
C -2.449 -1.583 1.249  0.8034
N -2.004 -0.202 1.098  1.1290
C -2.608 0.455 -0.068  -1.3617
C -2.363 0.569 2.304  -1.4479
H 4.169 -1.004 1.210  0.4891
H 2.890 -1.330 2.405  0.3061
H 3.139 0.315 1.801  0.2380
H 3.647 -0.553 -1.047  0.3947
H 2.658 0.816 -0.518  0.3289
H 1.950 -0.435 -1.572  0.3569
H 4.080 -2.627 -0.452  0.2714
H 3.842 -5.016 -1.065  0.3880
H 1.600 -6.075 -0.873  0.3864
H -0.290 -4.837 -0.026  0.5934
H -1.194 -4.701 1.622  0.6154
H -3.539 -5.191 2.010  0.3914
H -5.250 -3.389 1.896  0.3801
H -4.505 -1.067 1.475  0.2898
H -3.694 0.560 0.049  0.2990
H -2.382 -0.120 -0.964  0.2875
H -2.175 1.452 -0.171  0.4454
H -3.449 0.698 2.380  0.5247
H -1.905 1.558 2.247  0.2559
H -2.000 0.060 3.192  0.3686
S 1.271 3.638 2.654  -0.4859
C 0.993 3.842 0.946  0.9318
C 1.088 4.992 0.170  -0.5708
C 0.826 4.885 -1.184  -0.8149
C 0.473 3.661 -1.760  -0.7151
C 0.374 2.515 -0.994  0.9835
C 0.642 2.614 0.371  -1.7598
N 0.604 1.565 1.274  1.4843
C 0.901 1.947 2.497  0.0895
C 0.883 0.952 3.558  1.0983
C 1.194 1.242 4.889  -0.7714
C 1.147 0.218 5.817  -0.8739
C 0.793 -1.065 5.395  -0.7834
C 0.492 -1.326 4.065  0.1909
C 0.526 -0.327 3.085  0.1257
H 1.362 5.940 0.612  0.4084
H 0.898 5.763 -1.813  0.4287
H 0.275 3.605 -2.823  0.3026
H 0.106 1.559 -1.433  0.0138
H 1.471 2.245 5.197  0.4282
H 1.382 0.407 6.856  0.3819
H 0.754 -1.866 6.126  0.4095
H 0.223 -2.338 3.772  0.3176
O 0.995 0.490 -7.038  -0.6924
S 1.188 1.028 -5.717  1.1537
O 2.373 1.819 -5.499  -0.6712
N 1.046 -0.129 -4.578  -0.7150
C 0.014 0.063 -3.795  0.3724
S -0.403 -0.862 -2.454  -0.2559
C -0.804 1.281 -4.154  0.1870
C -1.961 1.763 -3.562  -0.0105
C -2.524 2.927 -4.065  -0.6394
C -1.944 3.598 -5.140  -0.5214
C -0.789 3.112 -5.741  -0.5595
C -0.248 1.951 -5.226  0.1224
H -2.396 1.230 -2.728  0.4235
H -3.426 3.324 -3.616  0.4128
H -2.403 4.506 -5.512  0.3757
H -0.331 3.619 -6.579  0.4229

- orbital gap (alpha / beta) (Eh) = 0.229 / 0.232
- ΔE to the lowest compared entry with this formula, charge and spin (kcal per mole) = 0.0
- total charge = -1
- HOMO energy (alpha / beta) (eV) = -4.18 / -4.26
- spin multiplicity = 2
- calculated total energy (a.u.) = -4392.73872
- LUMO (alpha / beta) (Eh) = 0.075 / 0.076


Record 3
A 5-piece molecular cluster, C36H33Br3N4O10 overall, computed with ωB97M-V/def2-TZVPD.

Last column: Mulliken charge in e.
Atoms and positions in Å:
C -1.652 1.127 0.706  -0.9072
C -2.519 0.506 -0.376  0.2834
Br -1.550 -0.937 -1.267  -0.1529
C -2.951 1.526 -1.437  -1.6333
C -3.300 2.831 -0.781  0.6635
C -4.487 3.134 -0.256  1.1315
C -5.655 2.194 -0.307  -0.9157
Br -6.695 2.617 -1.930  -0.0422
C -6.558 2.213 0.918  0.2110
C -7.836 1.406 0.787  -1.4313
Br -5.428 1.481 2.344  -0.1328
C -4.658 4.487 0.371  0.0470
O -5.726 5.050 0.413  -0.5604
C -3.430 5.119 0.931  -0.7413
C -2.251 4.832 0.403  -0.5827
C -2.199 3.856 -0.717  0.3041
O -1.308 3.853 -1.542  -0.3669
H -0.928 1.817 0.275  -0.0675
H -1.104 0.367 1.259  0.5864
H -2.276 1.666 1.421  0.2370
H -3.389 0.032 0.074  0.3006
H -3.810 1.150 -1.992  0.4639
H -2.124 1.686 -2.126  0.3400
H -5.312 1.177 -0.465  0.4453
H -6.781 3.237 1.191  0.4410
H -7.691 0.536 0.146  0.3359
H -8.155 1.049 1.763  0.4258
H -8.629 2.030 0.380  0.4006
H -3.549 5.829 1.737  0.4512
H -1.322 5.277 0.732  0.4998
O 0.596 3.278 3.453  -0.6425
N 1.139 2.838 2.461  1.0729
O 0.673 2.917 1.338  -0.5746
C 2.431 2.157 2.619  0.0212
C 2.961 2.026 3.891  -0.4521
C 4.172 1.371 4.035  -0.4349
C 4.832 0.864 2.923  -0.3308
C 4.280 1.013 1.657  -0.6928
C 3.067 1.663 1.495  -0.2813
H 2.432 2.427 4.743  0.4672
H 4.601 1.251 5.020  0.3774
H 5.778 0.353 3.039  0.4263
H 4.793 0.617 0.792  0.3909
H 2.620 1.787 0.520  0.6273
O 5.403 -1.848 4.168  -0.5812
N 6.584 -2.067 4.344  1.0759
O 7.480 -1.381 3.891  -0.6249
C 6.957 -3.236 5.160  0.1329
C 5.951 -4.043 5.659  -0.3416
C 6.308 -5.146 6.417  -0.4259
C 7.648 -5.420 6.661  -0.4635
C 8.639 -4.591 6.151  -0.4013
C 8.297 -3.485 5.390  -0.3462
H 4.916 -3.809 5.456  0.4416
H 5.539 -5.793 6.815  0.3666
H 7.921 -6.284 7.251  0.3782
H 9.681 -4.806 6.345  0.3683
H 9.050 -2.827 4.982  0.4438
O 3.577 0.358 -5.799  -0.6122
N 3.085 1.313 -6.368  1.0247
O 3.350 1.651 -7.504  -0.6152
C 2.099 2.119 -5.625  0.0143
C 1.804 1.771 -4.319  -0.5214
C 0.882 2.538 -3.625  -0.0982
C 0.274 3.626 -4.236  -0.4858
C 0.585 3.952 -5.551  -0.4843
C 1.507 3.197 -6.258  -0.4372
H 2.286 0.920 -3.864  0.4661
H 0.633 2.291 -2.601  0.4033
H -0.443 4.212 -3.681  0.4538
H 0.108 4.797 -6.028  0.3974
H 1.765 3.432 -7.280  0.4747
O -4.136 -7.227 -1.005  -0.6065
N -4.418 -7.000 -2.164  1.0108
O -5.351 -7.499 -2.760  -0.6056
C -3.563 -6.050 -2.903  0.1948
C -2.477 -5.491 -2.255  -0.4291
C -1.674 -4.607 -2.959  -0.3979
C -1.966 -4.298 -4.280  -0.5758
C -3.066 -4.870 -4.907  -0.3472
C -3.876 -5.758 -4.217  -0.4057
H -2.271 -5.743 -1.226  0.4413
H -0.820 -4.158 -2.471  0.4888
H -1.335 -3.607 -4.824  0.3955
H -3.293 -4.627 -5.936  0.3749
H -4.736 -6.216 -4.684  0.4508

- orbital gap (Eh) = 0.313
- SMILES = C[C@H](Br)CC1=C([C@H](Br)[C@@H](C)Br)C(=O)C=CC1=O.O=[N+]([O-])c1ccccc1.O=[N+]([O-])c1ccccc1.O=[N+]([O-])c1ccccc1.O=[N+]([O-])c1ccccc1
- HOMO energy (eV) = -9.89
- calculated total energy (a.u.) = -10084.72086
- LUMO (Eh) = -0.051


Question: Which of these has the lowest calculated total energy?
Answer: C36H33Br3N4O10